A molecular structure, C6H18O7P4Pd, computed with ωB97M-V with the def2-TZVPD basis set.

Each line ends with the Mulliken spin population.
Atoms and positions in Å:
Pd 0.0121 -0.6271 0.3500  1.3128
C -1.3252 -3.8257 -0.6655  0.0037
P -0.7675 -2.1920 -1.2267  0.1909
C -2.0789 -1.5371 -2.2873  0.0066
C 0.6504 -2.4885 -2.3580  0.0133
C 1.3644 -1.1582 -2.6332  -0.0237
P 1.8507 -0.3179 -1.0732  0.1609
C 2.1711 1.3958 -1.5566  0.0032
C 3.4695 -1.0379 -0.6462  0.0135
H -1.5955 -4.4914 -1.4853  0.0063
H -2.1887 -3.6632 -0.0199  0.0024
H -0.5393 -4.2813 -0.0632  0.0024
H -2.3386 -2.2299 -3.0890  0.0059
H -1.7507 -0.5819 -2.6962  -0.0002
H -2.9551 -1.3102 -1.6784  0.0016
H 0.3184 -2.9530 -3.2888  0.0004
H 1.3247 -3.1914 -1.8600  0.0023
H 0.6798 -0.4726 -3.1405  -0.0005
H 2.2321 -1.2989 -3.2810  0.0037
H 2.8314 1.4762 -2.4201  0.0042
H 2.6105 1.9146 -0.7044  0.0016
H 1.2022 1.8527 -1.7617  -0.0006
H 4.1973 -0.9222 -1.4501  0.0037
H 3.3451 -2.0975 -0.4215  -0.0010
H 3.8401 -0.5424 0.2509  0.0060
O -2.0367 0.5945 3.8101  0.0013
P -1.4026 0.2236 2.4034  0.0044
O -1.3880 -1.2719 2.1569  0.0808
O -0.0717 0.8811 2.2112  0.0549
O -2.4981 0.8219 1.3633  -0.0023
P -2.3136 1.4275 -0.1225  0.0035
O -2.1685 3.0065 0.1271  0.0039
O -3.5049 1.1053 -0.9267  0.0058
O -0.9397 0.9966 -0.6484  0.1268
H -2.7692 0.0103 4.0337  0.0007
H -3.0273 3.4271 0.0149  0.0007

Computed properties:
* lowest unoccupied orbital energy (alpha / beta): 0.297 / -1.537 eV
* HOMO energy (alpha / beta): -0.282 / -0.348 hartree
* total charge: 0
* multiplicity: 3
* molecular weight: 432.5 g mol⁻¹
* DFT total energy: -61489.3153 eV
* energy relative to the best compared isomer or geometry (same formula, charge and spin): 5.9 kcal/mol
* gap between HOMO and LUMO (alpha / beta): 8.0 / 7.9 eV